DFT (ωB97M-V with the def2-TZVPD basis set) results for a structure of composition C3H4BrOS.

Results
HOMO level	-2.4	eV
energy	-86100.7168	eV
gap between HOMO and LUMO	5.498	eV
M	168.04	g mol⁻¹
relative energy (zero: lowest compared OMol25 entry of this formula, charge and spin)	44.8	kcal/mol
largest force on an atom	0.0627	hartree/bohr

ORCA input file:
```
! wB97M-V def2-TZVPD RIJCOSX def2/J DEFGRID3
* xyz -1 1
C 2.8334 -0.8177 -0.4624
C 1.6628 -1.3024 -0.2251
C -1.9490 0.8348 0.3766
O 3.8316 -0.2788 -0.6252
S 0.9053 -0.0645 0.8200
Br -3.7187 1.1985 -0.5424
H -1.3782 0.2111 -0.2536
H 1.1508 -1.9549 -0.8591
H -2.0547 0.4270 1.4250
H -1.2832 1.7468 0.3462
*
```